# 1
Here is 2 unconnected molecules or ions with the total composition C7H7BrO2 in a non-equilibrium geometry from the OMol25 dataset. Energies are from ωB97M-V/def2-TZVPD.

Results
- HOMO (spin up / spin down) (eV) = -7.8 / -7.8
- energy above the lowest of the compared OMol25 structures with the same formula, charge and spin (kJ/mol) = 358.4
- Kohn-Sham gap (spin up / spin down) (eV) = 7.73 / 7.74
- net charge = 0

Each line ends with the Löwdin charge.
Cartesian coordinates (Å):
H (2.387, 1.653, 1.603)  0.035
O (-2.457, -1.496, -0.828)  -0.037
H (-2.877, -0.695, 1.998)  0.089
H (-0.007, 0.773, 1.902)  0.076
C (1.919, 0.248, -1.409)  -0.081
H (0.226, -0.757, -1.874)  0.047
C (2.609, 0.890, -0.364)  -0.066
H (3.577, 1.262, -0.552)  0.078
H (-2.577, -2.364, -0.462)  0.102
C (-2.400, -0.655, 0.237)  -0.848
Br (-3.522, 0.876, -0.092)  0.748
O (-2.445, -1.321, 1.411)  0.008
C (0.069, -0.010, 0.053)  -0.012
C (1.952, 1.184, 0.869)  -0.044
C (0.659, -0.253, -1.152)  -0.118
C (0.632, 0.693, 1.078)  -0.088
H (2.254, -0.026, -2.420)  0.111


# 2
Here is a single C19H14FN3O3 molecule in a non-equilibrium geometry from the OMol25 dataset. Energies are from ωB97M-V/def2-TZVPD.

Results
- HOMO (eV) = -9.3
- energy above the lowest of the compared OMol25 structures with the same formula, charge and spin (kJ/mol) = 0.0
- Kohn-Sham gap (eV) = 8.73
- structure (SMILES) = O=C(C1=NN[C@@H]2C(=O)N(Cc3ccccc3)C(=O)[C@H]12)c1ccc(F)cc1
- net charge = 0

Each line ends with the Löwdin charge.
Cartesian coordinates (Å):
C (-0.629, 1.764, 1.362)  -0.001
C (1.784, -1.760, -0.457)  -0.332
H (2.953, 2.015, -1.927)  0.142
F (-3.323, 2.910, 3.512)  0.042
H (0.550, 0.689, 4.353)  0.131
H (-3.936, 0.438, -0.606)  0.090
C (-1.399, -0.556, -2.578)  -0.036
C (-2.523, 0.186, -2.162)  -0.080
H (-2.931, 0.949, -2.821)  0.102
H (-1.191, -2.844, -0.049)  0.110
C (0.240, 1.093, 2.266)  -0.146
N (2.247, 1.584, -0.071)  0.137
N (1.488, -1.772, -1.805)  0.078
O (1.287, -2.540, 0.363)  0.104
H (3.589, -1.024, 0.541)  0.170
N (3.037, 1.364, -1.157)  0.020
H (-2.439, 2.945, 1.103)  0.121
C (3.164, -0.071, -1.392)  -0.140
H (-2.990, -1.422, 0.849)  0.110
H (0.334, -2.411, -3.453)  0.132
C (0.308, -2.393, -2.372)  -0.065
C (-0.120, 1.157, 3.617)  -0.001
C (-2.133, 2.361, 3.084)  -0.242
C (-1.313, 1.730, 4.022)  0.007
C (-1.790, 2.398, 1.762)  -0.015
H (0.211, -3.416, -2.004)  0.135
C (-1.529, -1.975, -0.618)  -0.036
H (-0.364, 1.823, 0.306)  0.110
C (-3.085, -0.119, -0.927)  -0.093
C (1.379, 0.276, 1.910)  -0.258
C (-0.893, -1.650, -1.846)  -0.195
C (2.073, 0.481, 0.615)  -0.153
C (2.753, -0.668, -0.050)  -0.092
H (-1.591, 1.749, 5.062)  0.117
O (1.867, -0.543, 2.754)  0.069
C (2.133, -0.681, -2.356)  -0.337
C (-2.542, -1.153, -0.119)  -0.069
O (1.999, -0.350, -3.527)  0.095
H (-0.830, -0.231, -3.452)  0.109
H (4.155, -0.332, -1.730)  0.159


# 3
Here is 5 unconnected molecules or ions with the total composition C6H25BO7 from the OMol25 dataset. Energies are from ωB97M-V/def2-TZVPD.

Results
- HOMO (eV) = -8.9
- energy above the lowest of the compared OMol25 structures with the same formula, charge and spin (kJ/mol) = 37.5
- Kohn-Sham gap (eV) = 8.98
- net charge = 0

Each line ends with the Löwdin charge.
Cartesian coordinates (Å):
C (-2.627, -0.063, 0.970)  -0.214
O (0.426, -1.311, -0.546)  0.121
H (1.660, 1.485, 2.447)  0.128
H (0.628, 3.234, -3.992)  0.079
C (3.302, 0.108, 2.527)  -0.226
H (5.066, 0.924, 2.371)  0.083
H (3.227, -0.277, 3.549)  0.123
H (0.351, -2.143, 0.085)  0.001
H (0.632, 1.195, -2.601)  0.089
H (0.796, -0.514, -0.112)  0.068
C (-2.665, -1.435, 0.316)  -0.209
H (-1.098, 1.096, 1.476)  0.093
H (0.044, -2.801, 1.981)  -0.033
H (0.246, -4.699, 1.449)  -0.038
H (3.713, -0.695, 1.912)  0.129
C (1.955, 0.528, 2.010)  -0.212
H (-1.399, 1.309, -3.748)  0.126
H (-1.932, 3.693, -2.902)  0.120
O (-0.279, 3.551, -4.042)  -0.061
C (-0.965, 3.196, -2.846)  -0.237
O (1.942, 0.570, 0.579)  -0.079
H (-2.126, 1.515, -2.144)  0.110
H (-2.896, -0.194, 2.021)  0.126
H (-0.396, 3.504, -1.964)  0.124
H (-0.433, -1.077, -0.962)  0.084
O (-0.174, 0.957, -2.132)  -0.070
C (-1.232, 1.700, -2.738)  -0.226
B (0.406, -3.563, 1.108)  -0.397
H (1.213, -0.225, 2.282)  0.120
H (-2.988, -1.096, -1.622)  0.103
H (2.459, 1.318, 0.269)  0.108
H (-3.291, 0.624, 0.432)  0.117
H (-3.636, -1.907, 0.464)  0.129
H (-0.253, -3.379, 0.107)  -0.020
H (1.586, -3.395, 0.910)  -0.028
O (-1.282, 0.389, 0.852)  -0.078
O (4.169, 1.252, 2.474)  -0.070
H (-1.880, -2.013, 0.807)  0.089
O (-2.265, -1.363, -1.049)  -0.072


# 4
Here is 2 unconnected molecules or ions with the total composition C3H9PS in a non-equilibrium geometry from the OMol25 dataset. Energies are from ωB97M-V/def2-TZVPD.

Results
- HOMO (spin up / spin down) (eV) = -7.3 / -7.9
- energy above the lowest of the compared OMol25 structures with the same formula, charge and spin (kJ/mol) = 466.7
- Kohn-Sham gap (spin up / spin down) (eV) = 7.18 / 8.20
- net charge = 0

Each line ends with the Löwdin charge.
Cartesian coordinates (Å):
H (1.255, 1.069, 2.268)  -0.152
S (0.287, 0.528, -2.175)  0.712
C (-0.080, -0.982, -1.484)  -0.686
H (2.061, -1.783, 1.058)  0.016
H (-1.603, -0.251, -0.038)  0.032
H (2.327, -0.317, -0.069)  0.005
H (-0.981, 0.966, -2.431)  -0.106
H (-2.306, -1.192, -1.371)  0.127
C (-1.289, -1.118, -0.693)  -0.302
H (-1.359, -1.918, -0.013)  0.039
H (0.753, -1.749, -1.630)  0.073
C (1.694, -0.803, 0.704)  -0.418
P (0.555, 0.176, 1.521)  0.700
H (0.405, -0.612, 2.856)  -0.041


# 5
Here is a molecular structure, C5H12BN2O4Sn in a non-equilibrium geometry from the OMol25 dataset. Energies are from ωB97M-V/def2-TZVPD.

Results
- HOMO (eV) = -10.7
- Kohn-Sham gap (eV) = 2.90
- net charge = +1

Each line ends with the Löwdin charge.
Cartesian coordinates (Å):
H (0.602, 1.834, 2.519)  0.107
B (0.180, 0.122, -1.725)  -0.570
N (1.152, -0.594, 0.549)  0.077
H (-1.300, 0.352, 2.603)  0.148
O (-1.668, 0.260, 0.563)  -0.267
H (0.545, 1.901, 0.774)  0.080
C (-0.069, 1.780, 1.663)  -0.041
H (2.024, -1.081, 0.744)  0.162
O (1.320, -2.768, -2.109)  0.164
H (0.815, -0.666, 2.603)  0.145
H (1.160, 1.667, -2.386)  0.143
N (-0.786, -0.174, -2.757)  0.205
H (-0.818, 2.577, 1.741)  0.029
C (0.606, -1.077, -0.664)  -0.081
H (-0.286, -1.699, 1.704)  0.146
O (0.794, 1.313, -1.564)  0.187
H (-2.610, 0.535, 0.870)  -0.195
H (-1.725, -0.210, -2.369)  0.088
C (-0.734, 0.411, 1.668)  -0.402
H (-0.649, -1.108, -3.145)  0.098
C (1.772, -1.809, -1.508)  -0.624
C (0.251, -0.747, 1.673)  -0.128
Sn (-3.202, 2.228, 0.450)  1.234
O (2.864, -1.302, -1.416)  0.152
H (-0.235, -1.746, -0.483)  0.143